(1)
The following is a quantum chemistry calculation of a molecular structure, C24H32ClGaO5, from the Open Molecules 2025 dataset.

Element x y z (Å)
C (-0.058, -0.323, -3.232)
C (-0.553, -1.334, -2.173)
C (-0.246, 1.097, -2.653)
C (-1.366, 0.939, -1.621)
H (-0.496, 1.795, -3.458)
H (0.686, 1.422, -2.168)
C (-1.045, -0.492, -0.996)
H (0.251, -2.025, -1.901)
H (-1.396, -1.904, -2.585)
C (0.059, -0.390, 0.064)
H (-1.955, -0.912, -0.530)
H (-2.314, 0.808, -2.173)
C (-1.534, 2.068, -0.689)
C (1.401, -0.466, -3.605)
C (-0.845, -0.473, -4.548)
O (-1.636, 0.390, -4.884)
O (2.235, -1.060, -2.941)
O (1.695, 0.148, -4.762)
O (-0.643, -1.549, -5.335)
C (0.129, -2.738, -5.003)
H (0.132, -2.979, -3.925)
H (1.155, -2.610, -5.385)
H (-0.368, -3.538, -5.562)
C (3.095, 0.111, -5.037)
H (3.653, 0.617, -4.236)
H (3.213, 0.628, -5.989)
H (3.448, -0.928, -5.100)
O (-0.492, 0.331, 1.137)
H (0.943, 0.128, -0.354)
H (0.396, -1.397, 0.389)
C (-2.879, 2.373, -0.211)
C (-0.414, 2.939, -0.330)
H (0.031, 3.473, -1.189)
H (0.405, 2.387, 0.161)
H (-0.756, 3.696, 0.391)
H (-2.845, 2.706, 0.835)
H (-3.543, 1.502, -0.281)
H (-3.342, 3.192, -0.792)
Ga (-0.226, 0.476, 2.955)
C (-1.601, -1.095, 4.835)
C (-2.210, -1.066, 3.523)
C (-1.579, -2.097, 2.743)
H (-3.093, -0.506, 3.242)
C (-0.552, -2.681, 3.530)
C (-0.571, -2.065, 4.810)
H (0.078, -2.324, 5.651)
H (-1.934, -0.520, 5.695)
H (-1.880, -2.402, 1.742)
H (0.095, -3.497, 3.223)
C (2.131, 1.209, 3.694)
C (2.144, 0.069, 4.567)
C (2.424, -1.074, 3.784)
H (2.015, 0.099, 5.648)
C (2.605, -0.671, 2.434)
C (2.438, 0.740, 2.368)
H (2.595, 1.374, 1.494)
H (2.066, 2.248, 3.999)
H (2.526, -2.093, 4.156)
H (2.876, -1.321, 1.602)
Cl (-0.783, 2.290, 5.212)
C (-1.054, 2.160, 3.499)
H (-2.129, 2.112, 3.290)
H (-0.583, 3.000, 2.975)

## Properties
Kohn-Sham gap (spin up / spin down) (eV): 2.006 / 2.002
Net charge: -2
Strongest force on any atom (Eh/bohr): 0.0406
Highest occupied orbital energy (spin up / spin down) (eV): 2.176 / 2.179


(2)
The following is a quantum chemistry calculation of C2H2Cl3P in the gas phase, from the Open Molecules 2025 dataset.

Element x y z (Å)
Cl (0.238, 2.294, 0.240)
C (0.637, 0.841, -0.411)
C (0.123, -0.509, 0.277)
Cl (-0.102, -1.659, -1.105)
P (-0.498, -0.836, 1.795)
Cl (-2.232, -1.595, 1.149)
H (0.158, 0.770, -1.439)
H (1.676, 0.695, -0.505)

## Properties
Kohn-Sham gap (eV): 7.699
ΔE to the lowest compared entry with this formula, charge and spin (eV): 2.458
SMILES: ClC/C(Cl)=P/Cl
Strongest force on any atom (Eh/bohr): 0.0985
Highest occupied orbital energy (eV): -8.939


(3)
The following is a quantum chemistry calculation of 2 unconnected molecules or ions with the total composition Cl2OS, from the Open Molecules 2025 dataset.

Element x y z (Å)
O (2.193, 0.849, -0.214)
S (1.709, -0.481, 0.053)
Cl (-0.345, -0.383, 0.399)
Cl (-3.557, 0.015, -0.238)

## Properties
Kohn-Sham gap (spin up / spin down) (eV): 9.970 / 5.540
ΔE to the lowest compared entry with this formula, charge and spin (eV): 2.256
Strongest force on any atom (Eh/bohr): 0.0255
Highest occupied orbital energy (spin up / spin down) (eV): -11.705 / -9.563


(4)
The following is a quantum chemistry calculation of 2 unconnected molecules or ions with the total composition C15H24N2O6, from the Open Molecules 2025 dataset.

Element x y z (Å)
C (-5.017, 1.374, 1.135)
C (-4.240, 0.708, 0.009)
C (-4.333, -0.823, 0.206)
C (-2.984, -0.782, 0.962)
C (-2.746, 0.698, 0.443)
C (-1.730, 0.948, -0.643)
C (-0.317, 1.390, -0.191)
C (0.784, 0.737, -1.033)
C (1.353, -0.530, -0.212)
C (0.379, -1.705, -0.057)
C (-0.560, -1.605, 1.145)
C (-1.984, -1.834, 0.663)
C (-2.249, -2.995, 0.021)
O (2.529, -0.925, -0.928)
N (3.481, -1.683, 0.001)
O (4.512, -1.946, -0.574)
O (3.038, -1.886, 1.117)
C (0.507, 0.505, -2.592)
O (1.685, 1.539, -1.487)
O (2.257, 2.037, 1.538)
N (3.270, 2.643, 1.187)
O (4.284, 2.811, 1.809)
C (-4.623, 1.271, -1.361)
H (-4.802, 2.445, 1.144)
H (-6.090, 1.220, 0.990)
H (-4.719, 0.940, 2.092)
H (-5.175, -1.133, 0.842)
H (-4.301, -1.420, -0.710)
H (-3.160, -0.709, 2.049)
H (-2.576, 1.353, 1.311)
H (-1.637, 0.065, -1.287)
H (-2.114, 1.749, -1.301)
H (-0.267, 2.488, -0.311)
H (-0.170, 1.179, 0.887)
H (1.588, -0.129, 0.795)
H (-0.205, -1.780, -0.984)
H (0.945, -2.646, 0.028)
H (-0.268, -2.406, 1.845)
H (-0.439, -0.643, 1.660)
H (-1.421, -3.669, -0.187)
H (-3.253, -3.313, -0.244)
H (-0.246, -0.253, -2.791)
H (0.151, 1.446, -3.029)
H (1.424, 0.178, -3.105)
H (-4.127, 0.776, -2.204)
H (-5.707, 1.173, -1.496)
H (-4.391, 2.342, -1.388)

## Properties
Kohn-Sham gap (spin up / spin down) (eV): 8.436 / 6.700
ΔE to the lowest compared entry with this formula, charge and spin (eV): 13.583
Strongest force on any atom (Eh/bohr): 0.0918
Highest occupied orbital energy (spin up / spin down) (eV): -9.148 / -9.148


(5)
The following is a quantum chemistry calculation of a molecular structure, C15H28AlF3NO7, from the Open Molecules 2025 dataset.

Element x y z (Å)
N (-0.409, -1.367, 5.349)
C (-1.714, -0.876, 4.898)
C (-2.121, 0.517, 5.409)
C (-2.429, 1.487, 4.250)
Al (-0.815, 2.608, 3.713)
C (0.483, 1.590, 2.497)
C (0.408, 1.942, 1.016)
O (-0.917, 2.058, 0.496)
C (-1.630, 0.876, 0.550)
C (-1.166, -0.201, -0.438)
F (-2.203, -0.614, -1.187)
F (-0.259, 0.190, -1.286)
F (-0.733, -1.279, 0.161)
H (0.319, -0.827, 4.897)
H (-0.323, -1.259, 6.350)
H (-2.463, -1.592, 5.234)
H (-1.714, -0.925, 3.819)
H (-1.302, 0.912, 5.999)
H (-3.019, 0.412, 6.013)
H (-3.189, 2.186, 4.588)
H (-2.880, 0.909, 3.443)
H (-1.215, 3.995, 2.967)
H (-0.021, 2.944, 5.097)
H (1.510, 1.693, 2.818)
H (0.282, 0.516, 2.576)
H (1.014, 1.240, 0.439)
H (0.861, 2.910, 0.882)
H (-2.648, 1.107, 0.277)
H (-1.678, 0.444, 1.541)
C (3.032, -3.447, -0.842)
C (2.696, -2.039, -0.413)
C (3.298, -0.959, -1.284)
O (3.465, 0.122, -0.363)
C (3.600, -0.414, 0.883)
O (3.930, 0.192, 1.846)
O (3.278, -1.736, 0.864)
H (2.489, -4.172, -0.235)
H (2.770, -3.607, -1.888)
H (4.096, -3.645, -0.704)
H (1.613, -1.914, -0.327)
H (2.648, -0.661, -2.104)
H (4.278, -1.235, -1.682)
C (-0.849, 0.480, -4.206)
C (-0.591, 0.574, -5.689)
C (-1.797, 0.291, -6.554)
O (-1.205, -0.253, -7.743)
C (-0.020, -0.816, -7.389)
O (0.625, -1.527, -8.089)
O (0.321, -0.453, -6.128)
H (0.028, 0.792, -3.644)
H (-1.686, 1.116, -3.915)
H (-1.067, -0.547, -3.914)
H (-0.149, 1.542, -5.939)
H (-2.371, 1.183, -6.791)
H (-2.460, -0.461, -6.120)

## Properties
Kohn-Sham gap (eV): 6.968
Net charge: -1
Strongest force on any atom (Eh/bohr): 0.0419
Highest occupied orbital energy (eV): -4.872


(6)
The following is a quantum chemistry calculation of a gas-phase ion, C6H13N5O3 (charge +2), from the Open Molecules 2025 dataset.

Element x y z (Å)
C (0.955, 1.187, -0.550)
C (2.052, -0.986, 0.447)
C (-0.469, -0.998, -0.469)
C (-3.564, 0.398, 0.473)
C (-2.750, -0.681, -0.241)
C (0.808, -0.100, 0.253)
N (0.311, 0.077, 1.517)
N (1.919, 1.288, -1.460)
N (2.441, -1.699, -0.620)
N (0.054, 2.155, -0.333)
N (2.558, -0.866, 1.609)
O (-0.251, -2.130, -0.700)
O (-0.616, 0.844, 1.654)
O (-1.380, -0.092, -0.436)
H (-2.925, 0.594, 1.275)
H (-3.646, 1.282, -0.136)
H (-4.591, 0.111, 0.797)
H (-3.091, -0.703, -1.318)
H (-2.736, -1.596, 0.289)
H (2.726, 0.675, -1.490)
H (2.122, 2.102, -1.990)
H (1.982, -1.759, -1.612)
H (3.272, -2.258, -0.572)
H (-0.854, 1.919, 0.157)
H (0.111, 2.921, -0.876)
H (2.181, -0.234, 2.328)
H (3.382, -1.450, 2.002)

## Properties
Kohn-Sham gap (spin up / spin down) (eV): 8.922 / 8.910
Net charge: +2
ΔE to the lowest compared entry with this formula, charge and spin (eV): 1.726
Strongest force on any atom (Eh/bohr): 0.1000
Highest occupied orbital energy (spin up / spin down) (eV): -16.419 / -18.427
2S+1: 3


> Among the records above, which one has the highest strongest force on any atom?

C6H13N5O3


> The lowest strongest force on any atom belongs to which entry?

Cl2OS


> Which of these has the lowest strongest force on any atom?

Cl2OS